[1]
{"formula": "C30H39N3SSn", "method": "wB97M-V/def2-TZVPD", "species": ["Sn", "N", "N", "C", "C", "C", "C", "H", "H", "H", "C", "C", "H", "H", "H", "C", "C", "H", "H", "H", "C", "H", "H", "H", "C", "H", "H", "H", "C", "H", "C", "H", "C", "H", "C", "H", "C", "C", "H", "C", "C", "H", "C", "H", "N", "C", "C", "C", "H", "C", "C", "H", "H", "H", "C", "H", "C", "C", "H", "H", "H", "C", "H", "H", "H", "C", "S", "C", "H", "H", "H", "H", "H", "H"], "coordinates": [[-0.7231, -0.3875, 0.1038], [-1.1225, -2.3391, 1.1786], [-0.2345, -2.8410, -1.7424], [1.4454, 1.9343, -0.3350], [2.3148, 0.8544, -0.0073], [2.0775, 0.4878, 1.3499], [2.6912, -0.6508, 2.0732], [3.3857, -1.1954, 1.4260], [1.9376, -1.3720, 2.4237], [3.2481, -0.3034, 2.9555], [1.0928, 1.3754, 1.8847], [0.4878, 1.2764, 3.2347], [1.1285, 1.7568, 3.9880], [0.3574, 0.2295, 3.5475], [-0.4903, 1.7710, 3.2791], [0.7001, 2.2685, 0.8389], [-0.3247, 3.3333, 0.9427], [-1.2306, 2.9905, 1.4688], [-0.6373, 3.6846, -0.0506], [0.0663, 4.2031, 1.4977], [3.2585, 0.1765, -0.9223], [4.1849, -0.0748, -0.3869], [3.5318, 0.8235, -1.7645], [2.8511, -0.7663, -1.3278], [1.3090, 2.6040, -1.6490], [0.2909, 2.4965, -2.0588], [2.0102, 2.1947, -2.3849], [1.5104, 3.6841, -1.5663], [-1.8492, -2.3117, 2.3262], [-1.9083, -1.3437, 2.8422], [-2.5406, -3.4335, 2.7775], [-3.0608, -3.3502, 3.7298], [-2.5297, -4.6062, 2.0135], [-3.1546, -5.4417, 2.3006], [-1.7430, -4.6628, 0.8760], [-1.6515, -5.5504, 0.2518], [-0.9954, -3.5210, 0.4909], [-0.0346, -3.5544, -0.5750], [1.0283, -3.7044, -0.3440], [-0.4496, -1.4660, -1.7964], [-0.1696, -3.3601, -3.0509], [0.0232, -4.4001, -3.2477], [-0.4424, -2.3538, -3.8768], [-0.5423, -2.3422, -4.9420], [-0.5127, -1.1718, -3.1280], [-0.4117, 0.1051, -3.7723], [0.7724, 0.3816, -4.4688], [0.8195, 1.5098, -5.2932], [1.7205, 1.7011, -5.8786], [-0.2909, 2.3355, -5.4503], [-0.2291, 3.5181, -6.3683], [-0.2503, 4.4699, -5.8258], [-1.0792, 3.5169, -7.0562], [0.6841, 3.4877, -6.9646], [-1.4594, 2.0334, -4.7561], [-2.3528, 2.6381, -4.9319], [-1.5417, 0.9230, -3.9074], [-2.8709, 0.5439, -3.3282], [-3.2910, -0.3501, -3.8158], [-3.5872, 1.3598, -3.4963], [-2.8322, 0.3595, -2.2460], [1.9412, -0.5458, -4.4430], [1.7235, -1.4914, -4.9614], [2.2971, -0.7769, -3.4291], [2.7786, -0.0769, -4.9757], [-4.5597, 2.1546, -0.3510], [-3.2098, 1.3797, 0.5831], [-4.1371, 0.1887, 1.5728], [-4.1090, 2.7371, -1.1602], [-5.1026, 2.8337, 0.3192], [-5.2372, 1.4068, -0.7737], [-5.1563, 0.5628, 1.7388], [-4.1780, -0.7792, 1.0508], [-3.6489, 0.0877, 2.5551]], "mulliken_charge": [0.0533, 0.4851, 1.0076, 0.7375, 0.6371, 0.5037, -1.6629, 0.4321, 0.1858, 0.3620, 0.4672, -1.4516, 0.3230, 0.2275, 0.3031, 0.4640, -1.4974, 0.3046, 0.2991, 0.2804, -1.6092, 0.4406, 0.5331, -0.0200, -1.5893, 0.0123, 0.2969, 0.4072, -0.3084, 0.5047, -0.8033, 0.3434, -0.5014, 0.3301, -0.6142, 0.3205, 0.6879, -1.8245, 0.2245, -1.0751, -0.9223, 0.3612, -0.9221, 0.6057, 1.1822, 0.1260, 0.7545, -1.0514, 0.1915, 0.8947, -1.5720, 0.2933, 0.3512, 0.3596, -1.2464, 0.2759, 1.3313, -1.2747, 0.2635, 0.4415, -0.0554, -1.5400, 0.4339, 0.0433, 0.4085, -1.1745, 0.2924, -0.8912, 0.2975, 0.3566, 0.3014, 0.4509, 0.1969, 0.2193], "homo_ev": [1.94, 1.67], "total_charge": -2, "multiplicity": 1, "lumo_energy_ha": [0.1547, 0.1553], "homo_lumo_gap_ha": [0.0832, 0.0941]}

[2]
{"formula": "C30H39N4OPRuS", "method": "wB97M-V/def2-TZVPD", "species": ["Ru", "C", "C", "N", "C", "C", "S", "C", "C", "N", "H", "H", "H", "H", "H", "H", "H", "H", "H", "H", "H", "H", "H", "H", "N", "C", "N", "C", "C", "C", "C", "C", "H", "H", "H", "H", "H", "H", "H", "H", "H", "H", "O", "P", "C", "C", "C", "C", "C", "C", "C", "C", "C", "C", "C", "C", "C", "C", "C", "C", "C", "C", "H", "H", "H", "H", "H", "H", "H", "H", "H", "H", "H", "H", "H", "H", "H"], "coordinates": [[-1.2875, 0.8936, 0.9399], [-2.7747, 2.6245, 2.8514], [-1.5994, 2.0341, 3.6014], [-1.2156, 0.7212, 3.0104], [-1.9046, -0.4975, 3.4982], [-3.3001, -0.6230, 2.9296], [-3.2465, -0.3112, 1.1246], [-4.5013, 0.9961, 0.8964], [-3.8299, 2.3338, 0.6195], [-2.5493, 2.4517, 1.3810], [-3.7112, 2.1368, 3.1106], [-2.8965, 3.6814, 3.0906], [-0.7328, 2.6892, 3.4879], [-1.8001, 1.9420, 4.6700], [-0.2129, 0.6017, 3.1839], [-1.3068, -1.3424, 3.1487], [-1.9361, -0.5401, 4.5897], [-3.6563, -1.6439, 3.0711], [-4.0370, 0.0381, 3.3805], [-5.1210, 0.7114, 0.0468], [-5.1501, 0.9846, 1.7710], [-3.5814, 2.4160, -0.4335], [-4.4988, 3.1608, 0.8690], [-2.0528, 3.2640, 1.0071], [-1.3813, 1.4786, -1.0436], [-1.2011, 1.4679, -2.2004], [-0.9927, 1.4549, -3.4589], [-2.0620, 1.1170, -4.4397], [-1.7092, -0.1897, -5.1275], [-0.3224, -0.1103, -5.7651], [0.7466, 0.2820, -4.7436], [0.3855, 1.5668, -4.0156], [-2.0899, 1.9429, -5.1528], [-3.0172, 1.0854, -3.9178], [-2.4689, -0.4079, -5.8780], [-1.7358, -1.0014, -4.3927], [-0.3345, 0.6162, -6.5824], [-0.0671, -1.0714, -6.2092], [1.7048, 0.4366, -5.2408], [0.8854, -0.5237, -4.0154], [0.3801, 2.4188, -4.6979], [1.0684, 1.7899, -3.1958], [0.9025, 0.7928, 1.4918], [1.7672, -0.3685, 0.9951], [2.5616, -0.0214, -0.5473], [2.6495, 1.3028, -0.9812], [3.2811, 1.5868, -2.1843], [3.8136, 0.5568, -2.9474], [3.7180, -0.7645, -2.5203], [3.0904, -1.0577, -1.3223], [0.6684, -1.7713, 0.8082], [-0.5004, -1.4733, 0.0884], [-1.4797, -2.4389, -0.1049], [-1.2877, -3.7111, 0.4212], [-0.1249, -4.0129, 1.1192], [0.8597, -3.0456, 1.3171], [3.0138, -0.8050, 2.2197], [2.6161, -1.1887, 3.5093], [3.5519, -1.5137, 4.4809], [4.9021, -1.4509, 4.1815], [5.3075, -1.0651, 2.9079], [4.3664, -0.7384, 1.9302], [2.2493, 2.1021, -0.3698], [3.3731, 2.6120, -2.5179], [4.3178, 0.7830, -3.8779], [4.1374, -1.5602, -3.1207], [3.0182, -2.0880, -0.9925], [-0.5383, -0.5349, -0.4734], [-2.3684, -2.2148, -0.6820], [-2.0364, -4.4772, 0.2692], [0.0211, -5.0112, 1.5099], [1.7600, -3.2994, 1.8619], [1.5598, -1.2372, 3.7593], [3.2089, -1.8122, 5.4620], [5.6521, -1.6935, 4.9213], [6.3594, -1.0215, 2.6644], [4.7230, -0.4348, 0.9548]], "mulliken_spin": [0.9360, 0.0025, -0.0097, -0.0170, 0.0078, 0.0006, -0.0351, 0.0008, 0.0122, -0.0339, -0.0003, 0.0010, 0.0013, 0.0005, 0.0103, -0.0012, -0.0004, -0.0008, 0.0001, 0.0004, 0.0000, 0.0015, -0.0040, 0.0145, -0.0290, 0.0283, -0.0013, 0.0021, -0.0001, 0.0002, 0.0002, 0.0019, 0.0002, -0.0005, 0.0001, 0.0000, 0.0000, 0.0000, 0.0001, 0.0000, -0.0001, -0.0009, 0.0843, 0.0035, 0.0007, 0.0036, 0.0003, 0.0002, 0.0000, 0.0002, -0.0028, 0.0303, 0.0008, -0.0015, 0.0063, -0.0042, 0.0033, 0.0002, -0.0006, 0.0013, -0.0006, 0.0014, -0.0005, -0.0001, 0.0000, 0.0000, 0.0001, -0.0141, -0.0006, 0.0000, -0.0002, 0.0003, 0.0000, 0.0000, 0.0001, 0.0000, 0.0004], "homo_ev": [-16.52, -16.51], "total_charge": 3, "multiplicity": 2, "lumo_energy_ha": [-0.3727, -0.3982], "s2": 0.76, "homo_lumo_gap_ha": [0.2342, 0.2087]}

The ΔE to the lowest compared entry with this formula, charge and spin results, record by record, are as follows: 0.00; 61.05 kJ/mol.